[1]
The molecule C7H8N4S in a non-equilibrium geometry. Source: the Open Molecules 2025 dataset; level of theory: ωB97M-V with the def2-TZVPD basis set.

- maximum force (eV/A) = 3.98
- SMILES = N#C/N=C\CC/N=c1/[nH]ccs1
- 2S+1 = 1
- HOMO-LUMO gap (hartree) = 0.3060

Positions of all 20 atoms, in Å:
C 2.184 -2.331 -0.597
C 2.184 -2.204 -1.912
C 0.671 -0.630 -0.601
C -1.615 1.948 1.559
C -0.031 0.287 1.947
C -2.124 1.389 0.248
C -1.008 1.183 -0.781
N 1.393 -1.437 0.146
N -0.693 1.459 2.295
N 0.540 -0.664 2.312
N -0.052 0.375 -0.171
S 1.082 -0.932 -2.316
H 2.919 -2.848 -0.022
H 2.691 -2.553 -2.744
H -2.156 2.654 2.039
H -2.688 0.415 0.414
H -2.686 2.142 -0.280
H -1.457 0.807 -1.692
H -0.554 2.132 -0.970
H 1.400 -1.191 1.127

[2]
The ion C7H8NO3 with charge +1. Source: the Open Molecules 2025 dataset; level of theory: ωB97M-V with the def2-TZVPD basis set.

- maximum force (eV/A) = 0.39
- SMILES = Cc1c[nH+]c(O)cc1C(=O)O
- 2S+1 = 1
- HOMO-LUMO gap (hartree) = 0.3537
- total charge = +1

Positions of all 19 atoms, in Å:
C 1.207 -2.002 -0.066
C 0.212 -0.874 -0.054
C -1.128 -1.132 -0.069
N -2.040 -0.123 -0.083
C -1.690 1.174 -0.087
O -2.605 2.126 -0.078
C -0.346 1.502 -0.058
C 0.592 0.490 -0.051
C 2.058 0.834 -0.153
O 2.584 0.796 -1.223
O 2.683 1.216 0.966
H 1.352 -2.377 -1.076
H 2.167 -1.681 0.329
H 0.847 -2.816 0.559
H -1.523 -2.136 -0.076
H -3.022 -0.368 -0.081
H -3.474 1.852 -0.400
H -0.063 2.544 -0.060
H 2.188 0.975 1.761

[3]
A cluster of 2 separate species, C7H8NO4S in total in a non-equilibrium geometry. Source: the Open Molecules 2025 dataset; level of theory: ωB97M-V with the def2-TZVPD basis set.

- maximum force (eV/A) = 3.18
- 2S+1 = 1
- HOMO-LUMO gap (spin up / spin down) (hartree) = 0.3023 / 0.1599
- total charge = -1

Positions of all 21 atoms, in Å:
C -2.502 -2.239 0.007
C -2.882 -1.018 0.529
C -1.377 -2.424 -0.717
C -2.110 0.124 0.339
C -0.486 -1.318 -0.844
C -0.764 -0.086 -0.180
C 1.004 2.956 0.408
N 0.212 0.835 -0.264
O 4.119 -1.274 -0.921
O 3.791 -0.396 1.316
O 3.996 1.176 -0.595
O -0.113 2.095 0.383
S 3.687 -0.154 -0.100
H -3.217 -3.071 -0.023
H -3.896 -0.757 0.901
H -1.321 -3.294 -1.322
H -2.588 1.091 0.776
H 0.508 -1.624 -1.099
H 0.775 3.598 1.244
H 1.297 3.464 -0.471
H 1.867 2.315 0.632

[4]
The molecule C7H8O in a non-equilibrium geometry. Source: the Open Molecules 2025 dataset; level of theory: ωB97M-V with the def2-TZVPD basis set.

- maximum force (eV/A) = 3.64
- SMILES = C=C1C=CC(=C)C1O
- 2S+1 = 1
- HOMO-LUMO gap (hartree) = 0.3273

Positions of all 16 atoms, in Å:
C -0.032 0.584 0.504
C -0.554 -0.830 0.676
C -1.468 -1.147 1.618
C 0.293 -1.721 -0.156
C 1.039 -0.964 -1.013
C 0.878 0.479 -0.787
C 1.246 1.522 -1.469
H -1.941 1.324 0.111
H 0.609 0.806 1.397
H -1.970 -2.094 1.719
H -1.853 -0.151 2.054
H 0.215 -2.831 -0.292
H 1.649 -1.464 -1.783
H 1.889 1.496 -2.301
H 0.989 2.549 -1.197
O -1.000 1.603 0.507

[5]
A structure of composition C7H8O in a non-equilibrium geometry. Source: the Open Molecules 2025 dataset; level of theory: ωB97M-V with the def2-TZVPD basis set.

- maximum force (eV/A) = 13.44
- 2S+1 = 1
- HOMO-LUMO gap (hartree) = 0.3554

Positions of all 16 atoms, in Å:
C -0.179 2.079 1.597
C 0.456 0.298 0.242
C -0.801 0.265 -0.362
C -1.046 -0.864 -1.206
C -0.068 -1.882 -1.401
C 1.076 -1.824 -0.768
C 1.381 -0.726 0.178
H -1.421 1.603 2.050
H 0.171 2.739 2.335
H -0.724 2.657 0.748
H -1.503 1.005 -0.289
H -1.991 -0.942 -1.794
H -0.225 -2.632 -2.259
H 1.867 -2.498 -0.644
H 2.208 -0.620 0.523
O 0.799 1.342 1.049

[6]
A structure of composition C7H8O in a non-equilibrium geometry. Source: the Open Molecules 2025 dataset; level of theory: ωB97M-V with the def2-TZVPD basis set.

- maximum force (eV/A) = 7.16
- 2S+1 = 1
- HOMO-LUMO gap (hartree) = 0.3365

Positions of all 16 atoms, in Å:
C -0.306 2.515 -0.492
C -0.268 0.934 -0.147
C -0.777 -0.127 -0.710
C -0.099 -1.392 -0.167
C -0.907 -2.460 -0.065
C 1.039 -1.022 0.816
C 1.010 0.466 0.545
H -1.267 2.890 -1.101
H -0.457 2.863 0.727
H 1.036 2.832 -0.483
H -1.460 -0.534 -1.655
H -0.625 -3.474 0.147
H -2.033 -2.351 -0.547
H 2.149 -1.499 0.684
H 1.036 -1.049 1.935
O 1.929 1.408 0.514

[7]
The molecule C7H8O in a non-equilibrium geometry. Source: the Open Molecules 2025 dataset; level of theory: ωB97M-V with the def2-TZVPD basis set.

- maximum force (eV/A) = 7.20
- SMILES = O=C1[C@H]2C[C@@H]1[C@@H]1C[C@@H]12
- 2S+1 = 1
- HOMO-LUMO gap (hartree) = 0.3737

Positions of all 16 atoms, in Å:
C -1.577 -0.411 0.046
C -0.916 0.451 0.952
C -0.525 1.320 -0.411
C -0.437 -0.129 -1.033
C 0.669 -0.884 -0.510
C 1.866 -0.197 0.103
C 0.445 -0.405 0.938
H -1.613 0.797 1.769
H 0.404 1.756 -0.112
H -1.413 1.802 -0.727
H -0.560 -0.221 -2.156
H 0.845 -1.893 -0.986
H 2.530 0.650 -0.407
H 2.570 -0.956 0.662
H 0.502 -0.885 1.862
O -2.789 -0.793 0.011

[8]
The molecule C7H8O in a non-equilibrium geometry. Source: the Open Molecules 2025 dataset; level of theory: ωB97M-V with the def2-TZVPD basis set.

- maximum force (eV/A) = 6.77
- SMILES = C1=C[C@H]2C=C[C@@H](C1)O2
- 2S+1 = 1
- HOMO-LUMO gap (hartree) = 0.3580

Positions of all 16 atoms, in Å:
C -1.472 -0.340 0.125
C -0.477 -1.279 -0.315
C 0.864 -1.270 -0.095
C 1.356 0.000 0.628
C -0.727 0.784 0.737
C 0.101 1.430 -0.512
C 1.291 0.953 -0.516
H -2.030 -0.603 0.865
H -2.281 -0.115 -0.600
H -0.744 -2.107 -1.093
H 1.488 -1.966 -0.845
H 2.296 -0.128 1.182
H -1.429 1.512 1.301
H -0.716 2.032 -1.170
H 2.239 0.863 -1.300
O 0.242 0.236 1.609

[9]
A structure of composition C7H8O2 in a non-equilibrium geometry. Source: the Open Molecules 2025 dataset; level of theory: ωB97M-V with the def2-TZVPD basis set.

- maximum force (eV/A) = 11.97
- 2S+1 = 1
- HOMO-LUMO gap (hartree) = 0.3632

Positions of all 17 atoms, in Å:
C 1.658 -1.369 -0.050
C 0.477 -0.477 -0.068
C -0.787 -0.999 0.041
C -1.940 -0.142 -0.044
C -1.744 1.239 -0.156
C -0.483 1.716 -0.255
C 0.638 0.939 -0.168
H 0.961 -2.277 1.416
H 1.582 -2.190 -0.716
H 2.447 -1.010 -0.270
H -1.019 -2.047 0.243
H -2.810 -0.784 0.048
H -2.780 2.180 -0.126
H 0.680 3.049 -0.484
H 1.604 0.959 -0.278
O 1.848 -1.944 1.224
O -0.331 3.158 -0.357

[10]
The molecule C7H8O2 in a non-equilibrium geometry. Source: the Open Molecules 2025 dataset; level of theory: ωB97M-V with the def2-TZVPD basis set.

- maximum force (eV/A) = 6.25
- SMILES = O=C[C@@H]1C[C@@H]2O[C@H]3[C@@H]2[C@H]31
- 2S+1 = 1
- HOMO-LUMO gap (hartree) = 0.3589

Positions of all 17 atoms, in Å:
C 0.266 1.312 -0.394
C -1.445 -0.956 0.545
C -0.569 -0.928 -0.749
C 0.735 -0.138 -0.686
C 1.954 -0.581 0.057
C -1.172 1.071 0.129
C -1.789 -0.003 -0.577
H 0.110 1.774 -1.340
H 0.964 1.887 0.258
H -2.007 -1.808 0.946
H -0.570 -1.796 -1.433
H 1.131 -0.283 -1.669
H 2.077 -1.701 0.371
H -1.709 1.878 0.504
H -2.794 -0.001 -1.208
O -0.977 0.072 1.285
O 2.842 0.102 0.417

[11]
The molecule C7H8O2 in a non-equilibrium geometry. Source: the Open Molecules 2025 dataset; level of theory: ωB97M-V with the def2-TZVPD basis set.

- maximum force (eV/A) = 4.35
- SMILES = C=COc1ccoc1C
- 2S+1 = 1
- HOMO-LUMO gap (hartree) = 0.3351

Positions of all 17 atoms, in Å:
C -2.266 0.005 0.040
C -2.388 -0.179 -1.329
C -0.912 0.246 0.300
C -0.268 0.161 -0.915
C 1.179 0.478 -1.127
C 0.944 0.206 1.730
C 1.534 -0.958 1.580
O -1.123 -0.202 -1.914
O -0.324 0.661 1.466
H -2.965 0.060 0.871
H -3.179 -0.364 -2.107
H 1.686 -0.453 -1.331
H 1.532 1.190 -0.415
H 1.591 1.020 2.290
H 1.014 -1.663 1.002
H 2.475 -1.161 1.947
H 1.471 0.953 -2.089

[12]
The molecule C7H8OS in a non-equilibrium geometry. Source: the Open Molecules 2025 dataset; level of theory: ωB97M-V with the def2-TZVPD basis set.

- maximum force (eV/A) = 3.03
- 2S+1 = 1
- HOMO-LUMO gap (spin up / spin down) (hartree) = 0.2766 / 0.2706

Positions of all 17 atoms, in Å:
C 1.374 1.800 0.101
C -0.867 0.628 -0.599
C 2.603 1.113 0.023
C 0.125 1.330 -0.121
C -1.440 -0.593 -0.002
C -0.362 -1.525 0.639
C 1.423 -1.128 -0.881
O 0.577 -2.091 -0.272
S 2.719 -0.642 0.114
H 1.547 2.827 0.284
H -1.649 0.967 -1.298
H 3.395 1.741 0.393
H -2.305 -0.275 0.536
H -1.809 -1.071 -0.928
H 0.047 -0.847 1.340
H -0.746 -2.377 1.254
H 0.886 -0.301 -1.263

[13]
The molecule C7H8OS in a non-equilibrium geometry. Source: the Open Molecules 2025 dataset; level of theory: ωB97M-V with the def2-TZVPD basis set.

- maximum force (eV/A) = 1.36
- SMILES = O=CC1=CCSC=CC1
- 2S+1 = 1
- HOMO-LUMO gap (hartree) = 0.3096

Positions of all 17 atoms, in Å:
C -0.898 -0.549 -1.362
C -1.245 -1.610 -0.639
C -0.318 -0.402 1.738
C 0.917 0.008 1.011
C 2.147 1.148 -0.782
C -0.395 0.800 -0.907
C 0.911 0.660 -0.168
O 2.205 1.824 -1.778
S -1.224 -1.909 1.097
H -0.966 -0.667 -2.435
H -1.604 -2.500 -1.137
H -0.101 -0.662 2.772
H -1.061 0.398 1.724
H 1.859 -0.186 1.508
H 3.065 0.852 -0.239
H -0.250 1.440 -1.773
H -1.137 1.266 -0.250